[1]
Formula: C21H22ClIrN3O4
Source: OMol25
Level of theory: wB97M-V/def2-TZVPD

Geometry as XYZ:
```
52
Properties=species:S:1:pos:R:3
Ir 10.90 9.39 6.56
O 7.86 6.36 10.46
C 8.77 7.16 11.01
O 8.92 7.19 12.23
C 9.57 8.12 10.19
C 10.56 9.00 10.64
N 11.25 9.56 9.59
N 10.80 8.94 8.42
C 9.78 8.09 8.82
C 8.92 7.58 7.73
O 8.11 6.66 7.92
O 9.07 8.18 6.54
H 7.97 6.39 9.45
H 10.70 9.33 11.66
H 11.99 10.20 9.62
C 11.79 6.74 4.69
N 12.92 6.19 5.53
C 14.09 5.85 4.65
C 13.24 7.10 6.72
C 13.66 8.47 6.24
C 15.03 8.66 5.92
C 15.51 10.00 5.76
C 14.69 11.12 5.93
C 13.35 10.87 6.19
C 12.79 9.61 6.32
H 11.59 5.91 3.98
H 12.24 7.68 4.13
H 10.93 6.89 5.31
H 12.65 5.31 5.96
H 14.46 6.74 4.16
H 13.79 5.13 3.85
H 14.85 5.37 5.31
H 14.11 6.66 7.29
H 12.33 7.10 7.35
H 15.67 7.81 5.80
H 16.54 10.06 5.34
H 15.16 12.11 6.02
H 12.66 11.71 6.32
Cl 10.61 13.15 7.63
C 8.98 12.74 7.21
C 7.90 13.16 8.05
C 6.60 12.68 7.92
C 6.30 11.77 6.90
C 7.35 11.24 6.18
C 8.72 11.65 6.30
C 9.84 10.99 5.56
H 8.08 13.94 8.85
H 5.89 13.04 8.64
H 5.32 11.38 6.63
H 7.14 10.41 5.50
H 10.66 11.59 5.19
H 9.45 10.37 4.76
```

Output
* relative energy (zero: lowest compared OMol25 entry of this formula, charge and spin): 0.0 kcal per mole
* highest occupied orbital energy (spin up / spin down): -12.68 / -14.96 eV
* ⟨S²⟩: 8.80
* charge: +2
* DFT total energy: -50132.8944 eV
* 2S+1: 6
* gap between HOMO and LUMO (spin up / spin down): 6.52 / 5.01 eV

These are the natural (NBO) partial charges, in e, on atoms 1 to 8: 1.35, -0.63, 0.75, -0.54, -0.20, 0.11, -0.30, -0.42

[2]
Formula: C21H22F2O3
Source: OMol25
Level of theory: wB97M-V/def2-TZVPD

Geometry as XYZ:
```
48
Properties=species:S:1:pos:R:3
C 4.06 2.63 2.47
C 3.87 1.40 1.64
O 2.45 1.12 1.61
C 2.18 -0.08 1.06
O 3.06 -0.80 0.61
C 0.68 -0.41 1.12
C 0.71 -1.71 1.96
C 0.67 -1.52 3.44
O 0.78 -2.81 1.43
C -0.09 -0.64 -0.06
C -1.62 -0.56 0.24
C -2.12 -0.18 1.50
C -3.47 -0.34 1.82
C -4.37 -0.85 0.89
C -5.80 -1.12 1.23
C -3.88 -1.14 -0.38
F -4.76 -1.60 -1.31
C -2.54 -0.99 -0.72
C 0.35 0.06 -1.35
C 1.62 -0.25 -1.87
C 2.01 0.18 -3.13
C 1.09 0.80 -3.98
C 1.37 1.04 -5.42
C -0.14 1.13 -3.44
F -1.08 1.64 -4.29
C -0.50 0.86 -2.12
H 5.00 3.11 2.19
H 3.25 3.36 2.37
H 4.15 2.35 3.52
H 4.22 1.55 0.61
H 4.37 0.53 2.08
H 0.27 0.43 1.71
H 1.23 -0.62 3.74
H -0.38 -1.41 3.77
H 1.09 -2.40 3.94
H 0.08 -1.70 -0.33
H -1.47 0.25 2.26
H -3.80 -0.08 2.83
H -5.96 -0.99 2.31
H -6.49 -0.44 0.71
H -6.08 -2.15 0.96
H -2.22 -1.23 -1.73
H 2.31 -0.84 -1.29
H 3.03 -0.02 -3.48
H 2.44 1.01 -5.61
H 0.91 0.26 -6.04
H 0.97 2.00 -5.75
H -1.45 1.21 -1.74
```

Output
* relative energy (zero: lowest compared OMol25 entry of this formula, charge and spin): 4.2 kcal per mole
* highest occupied orbital energy: -8.72 eV
* DFT total energy: -33711.4534 eV
* 2S+1: 1
* gap between HOMO and LUMO: 9.30 eV

These are the natural (NBO) partial charges, in e, on atoms 1 to 8: -0.63, -0.08, -0.51, 0.83, -0.60, -0.42, 0.63, -0.73